Below is 2 unconnected molecules or ions with the total composition C4H9O3, with properties calculated with ωB97M-V/def2-TZVPD.

CARTESIAN COORDINATES (ANGSTROEM)
C  -1.2116  -0.6146  1.8435
C  0.3103  -0.5714  1.7048
O  -1.9284  -0.6326  0.6465
H  -1.5383  -1.4456  2.5126
H  -1.5594  0.2733  2.4462
H  0.6273  -1.3444  0.9989
H  -1.6318  -0.1974  -0.1863
H  0.8302  -0.7155  2.6774
H  0.7661  0.3059  1.1940
C  1.4058  0.7382  -1.7390
C  -0.0660  0.6772  -2.2770
O  -0.9625  0.9251  -1.4329
O  -0.1517  0.4853  -3.5057
H  1.7853  -0.2878  -1.6918
H  1.3348  1.1530  -0.7379
H  1.9898  1.2512  -2.4533

## Properties
**Net charge**: -1
**Gap between HOMO and LUMO**: 8.17 eV
**Maximum force**: 2.104 eV Å⁻¹
**HOMO**: -4.3 eV

natural (NBO) population analysis, charges in e, atoms 1 to 2:
1. C -0.032
2. C -0.647